No. 1
This record from OMol25 describes C4H5NO2 in the gas phase. The level of theory is ωB97M-V/def2-TZVPD.

Geometry as XYZ:
```
12
Properties=species:S:1:pos:R:3
O 0.002 -2.150 -2.198
C 0.168 -1.056 -1.729
C -0.767 -0.503 -0.646
O -1.826 -1.011 -0.368
N -0.268 0.659 -0.075
C 0.909 0.626 0.783
C -0.450 0.897 1.333
H 1.007 -0.394 -2.032
H 1.605 1.445 0.635
H 1.368 -0.339 1.015
H -0.929 0.099 1.894
H -0.739 1.904 1.619
```

Results
Energy above the lowest of the compared OMol25 structures with the same formula, charge and spin (kJ/mol): 198.4
HOMO (eV): -9.97
Structure (SMILES): O=CC(=O)N1CC1

No. 2
This record from OMol25 describes C4H5NO2 in the gas phase. The level of theory is ωB97M-V/def2-TZVPD.

Geometry as XYZ:
```
12
Properties=species:S:1:pos:R:3
O 2.404 0.125 0.730
C 1.063 0.034 1.126
C 0.091 -0.068 -0.017
N 0.514 -0.178 -1.248
O -0.615 -0.246 -2.034
C -1.697 -0.177 -1.251
C -1.334 -0.053 0.046
H 2.454 0.743 -0.011
H 0.974 -0.870 1.740
H 0.764 0.884 1.760
H -2.651 -0.234 -1.758
H -1.967 0.042 0.917
```

Results
Energy above the lowest of the compared OMol25 structures with the same formula, charge and spin (kJ/mol): 196.0
HOMO (eV): -10.20
Structure (SMILES): OCc1ccon1

No. 3
This record from OMol25 describes C4H5NO2S in the gas phase. The level of theory is ωB97M-V/def2-TZVPD.

Geometry as XYZ:
```
13
Properties=species:S:1:pos:R:3
C -0.875 0.393 1.420
C -0.172 0.220 0.329
C 0.528 1.527 -0.197
C -0.123 -1.002 -0.547
N 0.103 2.543 0.642
O 1.329 1.616 -1.089
O 0.273 3.811 0.453
S -1.033 2.067 1.862
H -1.558 -0.370 1.759
H -1.126 -1.413 -0.534
H 0.860 -1.543 -0.187
H 0.047 -0.622 -1.598
H 0.699 4.271 1.165
```

Results
Energy above the lowest of the compared OMol25 structures with the same formula, charge and spin (kJ/mol): 369.6
HOMO (eV): -8.49
Structure (SMILES): Cc1csn(O)c1=O

No. 4
This record from OMol25 describes C4H5NO2S in the gas phase. The level of theory is ωB97M-V/def2-TZVPD.

Geometry as XYZ:
```
13
Properties=species:S:1:pos:R:3
C 0.312 1.070 0.307
C -0.510 0.081 -0.067
C 1.725 0.725 0.127
C -2.010 0.019 0.051
N 1.981 -0.491 -0.436
O 2.565 1.535 0.368
O -0.031 -2.569 0.294
S 0.164 -1.486 -0.711
H -0.046 1.938 0.731
H -2.325 1.037 0.176
H -2.292 -0.655 0.917
H -2.356 -0.353 -0.915
H 2.824 -0.852 -0.842
```

Results
Energy above the lowest of the compared OMol25 structures with the same formula, charge and spin (kJ/mol): 289.8
HOMO (eV): -9.86

No. 5
This record from OMol25 describes C4H5NO2S in the gas phase. The level of theory is ωB97M-V/def2-TZVPD.

Geometry as XYZ:
```
13
Properties=species:S:1:pos:R:3
C -0.865 1.352 1.206
C 1.369 -0.505 -1.022
C 0.323 -1.904 0.451
C -0.252 -0.816 1.137
H -1.136 1.102 2.320
H 1.722 -0.393 -2.071
H 2.118 0.017 -0.297
H 0.360 -2.991 0.797
H -0.595 -0.799 2.307
N -0.340 0.399 0.424
O -1.225 2.517 0.938
O 1.134 -1.848 -0.648
S -0.175 0.385 -1.185
```

Results
Energy above the lowest of the compared OMol25 structures with the same formula, charge and spin (kJ/mol): 368.7
HOMO (eV): -8.48
Structure (SMILES): O=CN1C=COCS1

No. 6
This record from OMol25 describes C4H5NO2S in the gas phase. The level of theory is ωB97M-V/def2-TZVPD.

Geometry as XYZ:
```
13
Properties=species:S:1:pos:R:3
C -1.602 -1.022 1.011
C 0.092 0.147 -0.155
C 2.180 -0.064 0.189
C 0.737 0.955 -0.993
H -1.231 -2.036 0.821
H -2.702 -1.062 0.924
H -1.342 -0.656 2.013
H 3.065 -0.419 0.709
H -1.200 1.889 -2.122
N 2.104 0.819 -0.763
O -1.216 -0.063 0.010
O 0.984 -0.533 0.618
S 0.128 2.046 -2.263
```

Results
Energy above the lowest of the compared OMol25 structures with the same formula, charge and spin (kJ/mol): 207.3
HOMO (eV): -8.06
Structure (SMILES): COc1ocnc1S

Frontier orbital gap, respectively: 9.7, 11.1, 9.0, 9.5, 9.0, 8.8 eV.